Below is 12 unconnected molecules or ions with the total composition C50H118N9O26P3, with properties calculated with wB97M-V/def2-TZVPD.

Properties
energy	-148262.377	eV
structure (SMILES)	CC1(C)CCCC(C)(C)N1O.CC1(C)CCCC(C)(C)N1O.CC1(C)CCCC(C)(C)N1O.CC1(C)CCCC(C)(C)N1O.COP(=O)(OC)OC.COP(=O)(OC)OC.COP(=O)(OC)OC.C[N+](=O)[O-].C[N+](=O)[O-].C[N+](=O)[O-].C[N+](=O)[O-].C[N+](=O)[O-]
LUMO level	-0.0051	hartree
HOMO	-8.160	eV
Kohn-Sham gap	8.02	eV

The geometry in XYZ format:
```
206
Properties=species:S:1:pos:R:3:forces:R:3
C 17.361 20.829 18.514 -0.701 -1.102 0.227
C 17.431 22.240 19.140 0.550 -0.050 -1.765
C 18.077 22.092 20.483 -0.665 0.582 0.593
C 18.362 23.198 18.312 0.736 -2.763 0.643
C 17.831 23.743 17.037 0.294 0.023 0.064
C 16.492 24.377 17.320 -1.509 -0.123 -0.533
C 15.405 23.436 18.000 2.231 0.101 0.734
C 14.221 24.236 18.510 0.002 0.887 -1.224
C 14.846 22.375 17.074 -1.085 0.475 0.074
N 16.126 22.898 19.240 -0.880 0.554 -0.138
O 15.220 22.015 19.926 0.947 -1.016 -1.096
H 16.739 20.143 19.202 0.676 1.040 -1.296
H 17.003 20.810 17.471 -0.250 0.012 0.600
H 18.334 20.337 18.418 0.164 0.388 0.472
H 18.088 23.065 20.938 -0.002 0.469 0.515
H 17.544 21.412 21.119 -0.394 -0.335 0.349
H 19.087 21.756 20.431 0.812 -0.343 -0.374
H 18.691 24.005 18.914 -0.109 1.030 0.957
H 19.321 22.623 18.187 -0.786 0.305 -0.287
H 18.668 24.394 16.731 -0.927 0.310 -0.552
H 17.699 23.000 16.275 0.168 -0.668 -0.476
H 15.991 24.716 16.405 0.256 0.164 -0.051
H 16.646 25.252 17.933 -0.164 0.289 0.445
H 14.555 25.181 18.940 -0.176 0.050 -0.014
H 13.794 23.635 19.267 -0.957 -0.351 0.735
H 13.442 24.409 17.706 0.989 -0.072 0.919
H 15.618 21.767 16.672 0.463 -0.497 -0.722
H 14.300 22.946 16.288 0.359 -0.778 0.225
H 14.127 21.709 17.608 0.468 0.553 -0.358
H 14.801 22.598 20.524 -0.632 0.761 1.256
C 14.722 15.014 15.146 0.412 0.927 -2.670
C 14.806 16.514 14.615 0.319 -1.305 0.255
C 13.371 17.042 14.761 -0.102 0.744 -1.787
C 15.816 17.345 15.434 0.283 -0.160 -0.245
C 16.175 18.623 14.655 -1.539 0.090 0.485
C 16.817 18.273 13.336 -0.309 0.623 0.326
C 15.797 17.544 12.447 0.148 1.645 -0.127
C 14.731 18.529 11.871 1.640 -1.504 -0.586
C 16.564 17.050 11.249 0.040 -2.119 0.118
N 15.317 16.421 13.225 0.004 -0.681 0.880
O 14.403 15.623 12.494 -0.812 1.318 -0.108
H 13.748 14.725 14.766 0.119 -0.809 -0.017
H 15.524 14.399 14.653 -0.678 0.452 0.734
H 14.681 14.926 16.193 0.321 0.088 1.420
H 13.295 17.429 15.743 -0.511 0.120 1.328
H 13.265 17.954 14.121 -0.349 -0.871 0.334
H 12.564 16.282 14.540 0.968 1.025 0.103
H 15.347 17.532 16.421 0.493 0.030 -0.445
H 16.759 16.765 15.577 -0.849 0.419 0.050
H 15.264 19.223 14.516 -0.268 -0.330 -0.428
H 16.705 19.344 15.228 1.339 0.243 0.796
H 17.659 17.612 13.568 0.146 0.084 -0.350
H 17.165 19.207 12.839 -0.084 -0.760 0.065
H 14.088 18.880 12.632 -0.817 0.627 0.336
H 14.262 17.880 11.126 -0.701 0.590 0.159
H 15.290 19.315 11.345 -0.494 -0.024 0.286
H 17.181 17.813 10.810 0.152 0.407 -0.224
H 15.909 16.590 10.481 0.314 0.409 0.448
H 17.199 16.237 11.656 0.096 0.236 -0.501
H 14.963 14.926 12.206 0.541 -1.300 -0.513
C 20.546 15.838 12.659 -0.600 1.720 0.065
C 21.336 15.630 11.362 0.474 0.657 0.544
C 20.762 16.627 10.352 0.909 -0.172 -1.008
C 22.850 16.065 11.482 -0.989 0.206 -0.238
C 23.671 15.012 12.130 1.166 -0.161 -0.328
C 23.506 13.712 11.454 -1.426 -2.405 0.949
C 22.014 13.196 11.514 0.970 0.892 -0.666
C 21.918 12.016 10.566 -2.820 -0.313 0.669
C 21.498 12.916 12.933 0.813 -0.097 -0.109
N 21.254 14.238 10.827 -0.557 1.774 -0.106
O 19.877 13.906 10.552 1.169 0.042 -1.133
H 20.459 16.926 12.931 0.013 -0.590 -0.772
H 19.516 15.505 12.485 0.198 -0.039 0.199
H 20.908 15.471 13.595 0.385 -0.820 0.259
H 21.300 17.600 10.520 -0.948 -0.694 -0.238
H 21.036 16.245 9.337 -0.181 0.453 0.610
H 19.681 16.713 10.396 -0.104 0.214 0.126
H 23.190 16.173 10.425 -0.033 0.256 0.692
H 22.953 17.037 12.052 -0.378 -0.890 -0.856
H 24.729 15.218 12.006 0.309 0.547 0.542
H 23.431 14.845 13.153 -0.025 0.375 1.079
H 24.101 12.911 11.963 -0.242 0.631 -0.424
H 23.805 13.761 10.429 0.174 -0.032 -0.822
H 22.708 11.333 10.705 0.811 -1.065 0.331
H 21.924 12.371 9.537 -0.001 0.030 0.039
H 20.885 11.537 10.776 1.790 0.285 -0.571
H 21.625 13.764 13.637 -0.055 -0.773 -0.554
H 21.983 12.029 13.356 -0.029 0.107 -0.043
H 20.455 12.686 12.801 -0.660 -0.069 0.394
H 19.327 13.833 11.327 -0.251 -0.053 1.279
C 11.263 12.000 18.754 -0.263 0.922 -1.336
C 12.664 12.559 18.645 0.577 -0.502 1.055
C 13.124 12.335 17.255 0.728 1.090 -1.849
C 12.684 14.026 19.024 -1.097 -0.289 1.026
C 14.027 14.597 19.325 1.373 0.928 2.047
C 14.875 13.761 20.347 -1.292 -0.343 -0.705
C 14.929 12.306 19.867 -0.144 0.017 -1.058
C 15.750 12.177 18.555 0.705 2.824 1.265
C 15.573 11.409 20.901 -0.672 -1.984 -1.051
N 13.520 11.853 19.701 -1.055 -0.035 -0.573
O 13.475 10.438 19.329 0.714 0.939 -0.148
H 11.094 11.649 19.727 -0.542 -0.524 1.392
H 10.554 12.804 18.507 0.045 -0.209 0.207
H 11.102 11.232 18.004 -0.030 -0.359 0.184
H 12.375 12.675 16.513 0.025 -0.267 0.472
H 13.984 12.991 17.070 -0.461 -0.481 -0.372
H 13.379 11.302 17.044 0.062 -0.127 0.042
H 12.100 14.651 18.358 0.150 -0.014 -0.734
H 12.040 14.062 19.922 0.520 0.161 0.168
H 14.685 14.836 18.520 0.163 -0.249 -1.282
H 13.901 15.591 19.771 -0.254 -0.039 0.081
H 14.302 13.693 21.285 0.507 0.473 0.069
H 15.907 14.168 20.465 -0.870 -0.304 0.111
H 15.465 12.849 17.716 0.350 -0.742 0.912
H 15.736 11.174 18.313 0.110 -2.080 -1.054
H 16.765 12.484 18.854 -0.010 -0.336 -0.312
H 16.543 11.712 21.183 1.126 0.712 0.373
H 15.700 10.408 20.423 0.006 0.576 0.371
H 14.969 11.206 21.773 -0.311 0.404 0.303
H 12.859 10.078 19.964 -0.149 -0.120 0.335
C 18.544 14.991 15.189 -1.984 0.667 -0.736
O 19.097 16.068 15.923 1.013 0.199 -0.222
P 19.498 16.054 17.449 -1.047 -0.260 -1.259
O 20.076 14.831 17.966 0.234 -0.567 0.575
O 20.460 17.281 17.526 0.513 -1.540 0.826
C 20.231 18.484 16.902 -0.075 1.637 -0.001
O 18.073 16.469 18.049 0.800 -0.209 -0.291
C 17.797 16.108 19.379 -1.109 0.088 0.879
H 18.947 14.009 15.327 1.176 -0.227 -0.008
H 18.475 15.347 14.141 0.338 -0.674 0.732
H 17.507 14.867 15.496 -0.237 0.061 0.120
H 19.327 18.933 17.322 -0.029 0.128 -0.576
H 20.279 18.444 15.824 -0.638 -0.391 -0.431
H 21.076 19.093 17.152 0.398 0.644 0.421
H 16.717 16.130 19.493 -0.212 -0.275 -0.169
H 18.127 16.873 20.049 0.643 0.503 0.526
H 18.178 15.140 19.703 0.175 -0.017 -0.389
C 15.867 11.044 13.868 0.602 -1.249 0.885
O 16.211 10.981 12.487 0.108 -1.383 0.540
P 16.595 12.300 11.757 -0.396 -0.482 -0.761
O 17.622 13.082 12.385 1.923 1.396 0.945
O 16.914 11.784 10.306 -3.073 1.912 1.703
C 18.017 11.131 9.903 1.788 -2.397 -2.463
O 15.246 13.083 11.698 -0.852 -0.407 -1.160
C 14.066 12.333 11.169 0.111 1.166 2.787
H 16.530 11.684 14.427 0.185 0.635 -0.042
H 16.010 10.052 14.348 -0.195 0.369 -0.740
H 14.846 11.335 13.991 -0.660 0.342 0.059
H 18.946 11.675 9.980 0.109 0.523 0.102
H 17.759 10.959 8.840 0.923 -0.161 0.226
H 18.175 10.128 10.334 -0.342 0.334 0.287
H 13.247 13.038 11.434 0.268 -0.951 -0.387
H 14.045 11.368 11.722 -0.392 0.707 -0.570
H 14.188 12.205 10.137 0.081 -0.203 -1.489
C 10.904 20.774 16.754 0.592 -0.434 -1.624
O 11.635 19.657 17.329 -1.032 0.116 -0.150
P 11.282 19.053 18.780 0.962 0.111 -1.220
O 10.962 20.055 19.768 -0.308 0.630 0.805
O 10.215 17.919 18.630 -1.161 -0.241 0.402
C 9.896 17.329 17.385 1.068 -0.391 -1.513
O 12.596 18.197 18.975 -1.430 -0.168 0.139
C 13.845 18.793 18.859 2.969 -1.313 -0.257
H 11.001 21.640 17.377 -0.146 0.356 0.528
H 9.829 20.559 16.520 0.939 -0.061 0.425
H 11.442 21.004 15.780 -0.727 -0.382 1.139
H 10.875 17.043 16.915 -1.101 -0.006 0.006
H 9.359 18.022 16.744 0.275 0.455 -0.110
H 9.202 16.477 17.399 0.542 0.031 1.019
H 14.489 18.106 19.530 -0.491 1.558 -1.060
H 13.950 19.853 19.110 -0.406 -0.234 0.459
H 14.221 18.701 17.797 -0.385 -0.014 1.005
C 11.393 20.417 11.044 3.279 -0.536 0.075
N 12.389 21.501 11.464 -0.216 -1.760 1.180
O 12.445 22.491 10.812 -0.110 1.408 -1.111
O 13.073 21.280 12.449 -0.192 -0.031 0.041
H 10.455 20.744 11.309 -2.160 0.824 0.297
H 11.675 19.515 11.591 -0.111 0.167 -0.157
H 11.585 20.305 9.987 -0.440 -0.060 -0.223
C 17.866 15.251 7.891 1.211 -0.561 -0.149
N 16.526 15.773 8.173 -0.970 1.093 -0.281
O 15.631 15.039 8.539 0.280 -0.829 0.065
O 16.350 16.967 8.024 0.362 0.149 -0.204
H 17.994 14.343 8.507 0.075 0.425 -0.542
H 18.591 16.030 8.173 -0.410 -0.374 0.025
H 18.005 15.073 6.791 -0.522 0.002 1.063
C 21.579 22.642 12.707 0.909 -0.774 -1.840
N 21.013 23.609 13.617 -1.969 -1.306 0.135
O 20.996 24.767 13.288 0.106 0.295 0.810
O 20.382 23.057 14.529 0.506 1.440 0.115
H 22.177 23.207 11.974 -0.157 -0.441 0.289
H 20.713 22.152 12.176 0.927 0.468 0.702
H 22.189 21.916 13.265 -0.415 0.291 -0.257
C 17.088 22.406 13.190 -1.967 -0.092 0.614
N 17.335 21.959 11.797 -1.447 -0.812 -0.889
O 18.393 22.223 11.309 1.895 0.714 -0.167
O 16.485 21.341 11.165 -0.099 0.438 1.187
H 16.535 21.578 13.736 0.905 1.059 -0.624
H 16.452 23.319 13.190 0.051 -0.829 -0.437
H 18.008 22.757 13.602 0.740 -0.452 0.384
C 12.584 15.985 9.503 1.680 -1.499 0.051
N 11.852 15.906 10.775 0.427 -0.646 -0.219
O 11.642 16.947 11.301 -0.695 2.354 1.038
O 11.557 14.841 11.264 -0.005 -0.848 -0.343
H 13.599 16.368 9.731 -0.636 -0.263 0.002
H 12.126 16.646 8.808 -0.678 0.473 -0.315
H 12.676 14.958 9.134 -0.045 0.413 -0.127
```
Positions in Å, forces in eV/Å.

Löwdin population analysis, charges in e, atoms 1 to 2: atom 1 (C): -0.022, atom 2 (C): -0.514